#P
13
Properties=species:S:1:pos:R:3:lowdin_charge:R:1 method="wB97M-V/def2-TZVPD" charge=0 e_lumo_ha=0.0190 orbital_gap_ev=9.78
N 1.34 -0.55 -0.40 0.026
C 0.32 0.15 0.30 -0.549
C -1.10 -0.31 -0.06 -0.448
N 2.48 0.08 -0.34 0.052
N -1.92 0.77 -0.26 0.135
N -1.37 -1.55 -0.09 0.119
O 0.53 1.29 0.77 -0.037
H 0.77 -0.98 0.82 0.237
H 3.33 -0.47 -0.39 0.117
H 2.46 1.01 0.09 0.110
H -1.57 1.66 0.07 0.091
H -2.92 0.63 -0.23 0.101
H -2.36 -1.73 -0.27 0.046

***

#Q
13
Properties=species:S:1:pos:R:3:lowdin_charge:R:1 method="wB97M-V/def2-TZVPD" charge=0 e_lumo_ha=0.0278 orbital_gap_ev=9.14
C 0.05 0.47 0.68 -0.204
C -1.29 0.86 -1.23 -0.224
H 1.16 -2.24 1.49 0.099
H 2.43 -1.30 0.93 0.143
H -0.48 1.35 0.96 0.104
H 0.92 -1.28 -0.50 0.075
H -1.64 0.34 -2.11 0.126
H -1.55 2.25 0.12 0.063
N 1.36 -1.44 0.91 -0.031
N 0.72 -0.29 1.46 -0.028
N -0.20 0.20 -0.57 -0.164
N -1.81 1.91 -0.84 0.092
O 0.34 -0.81 -1.31 -0.049

***

#R
13
Properties=species:S:1:pos:R:3:lowdin_charge:R:1 method="wB97M-V/def2-TZVPD" charge=0 e_lumo_ha=0.0325 smiles="CN1N=NN(C)O1" orbital_gap_ev=8.82
C -2.34 0.36 0.13 -0.065
C 2.42 0.07 -0.23 -0.023
N -0.69 -1.32 0.21 0.008
N 0.50 -1.29 0.49 0.021
N -1.11 -0.17 -0.38 -0.156
N 1.06 -0.07 0.32 -0.225
O 0.09 0.78 -0.31 -0.067
H -2.13 1.08 1.04 0.134
H -2.92 0.76 -0.69 0.070
H -2.81 -0.47 0.51 0.047
H 2.54 -0.92 -0.91 0.137
H 2.24 0.94 -0.75 0.040
H 3.16 0.26 0.56 0.080

***

So which one is most stable? That would be #P, about 0.0413 hartree below the next structure.

***

#P
19
Properties=species:S:1:pos:R:3:lowdin_charge:R:1 method="wB97M-V/def2-TZVPD" charge=+1 e_lumo_ha=-0.1068 smiles=C[NH2+]N(C)[C@@H](N)O orbital_gap_ev=11.50
C 0.16 1.84 -0.12 0.000
C 1.97 -0.90 0.11 -0.011
C -1.38 -0.03 -0.40 -0.445
N -1.40 -1.50 -0.36 0.134
N -0.01 0.35 -0.32 -0.160
N 0.71 -0.40 0.66 -0.012
O -1.97 0.57 0.73 0.030
H 1.19 2.28 -0.08 0.120
H -0.40 2.34 -0.85 0.075
H -0.33 2.07 0.82 0.084
H 2.03 -2.07 0.03 0.133
H 2.05 -0.51 -1.00 0.150
H 2.79 -0.68 0.80 0.090
H -1.70 0.53 -1.38 0.203
H -1.31 -1.80 -1.30 0.106
H -2.14 -1.81 0.16 0.073
H 0.04 -1.24 0.70 0.154
H 0.63 -0.02 1.59 0.177
H -2.83 0.18 0.66 0.100

***

#Q
19
Properties=species:S:1:pos:R:3:lowdin_charge:R:1 method="wB97M-V/def2-TZVPD" charge=+1 e_lumo_ha=-0.1064 orbital_gap_ev=11.09
C 0.81 1.57 0.14 -0.040
C -1.27 0.28 0.70 -0.454
C -0.33 0.80 -0.40 -0.340
N -2.26 1.01 1.18 0.220
N 0.01 -0.35 -1.32 0.025
N 0.89 -2.13 0.16 0.191
O -1.14 -0.91 1.09 -0.010
H 0.67 2.01 1.21 0.130
H 1.80 0.88 0.21 0.139
H 1.02 2.31 -0.58 0.063
H -1.13 1.33 -0.95 0.152
H -3.03 0.52 1.63 0.155
H -2.14 1.99 1.05 0.124
H -0.62 -1.10 -1.48 0.092
H 0.39 -0.06 -2.19 0.099
H 1.78 -2.46 0.49 0.122
H 1.06 -1.21 -0.34 0.066
H -0.07 -1.98 0.75 0.139
H 0.68 -2.91 -0.46 0.125

***

So which one is most stable? That would be #Q, about 0.0670 hartree below the next structure.

***

#P
19
Properties=species:S:1:pos:R:3:lowdin_charge:R:1 method="wB97M-V/def2-TZVPD" charge=+1 e_lumo_ha=-0.1030 orbital_gap_ev=11.35
C -1.41 -0.91 -1.68 -0.011
C 0.93 -0.55 -0.87 -0.486
N 1.70 -0.10 0.12 0.191
N -0.37 -0.52 -0.69 0.064
N 1.49 -0.96 -1.99 0.209
H 1.32 0.33 0.98 0.124
H 2.72 -0.08 0.03 0.139
H -0.76 -0.07 0.15 0.136
H 0.90 -1.23 -2.78 0.133
H 2.52 -0.95 -2.11 0.160
H -1.31 -0.30 -2.51 0.067
H -2.38 -0.73 -1.26 0.095
H -1.41 -1.97 -1.98 0.107
C -1.42 1.19 2.88 -0.126
O -0.62 1.50 1.75 -0.159
H -0.31 2.40 1.85 0.088
H -1.58 2.09 3.40 0.066
H -2.33 0.73 2.53 0.077
H -0.81 0.47 3.58 0.125

***

#Q
19
Properties=species:S:1:pos:R:3:lowdin_charge:R:1 method="wB97M-V/def2-TZVPD" charge=+1 e_lumo_ha=-0.1110 orbital_gap_ev=10.54
C -1.49 -1.63 0.12 -0.041
C 0.34 -0.65 -1.20 -0.419
N 1.20 -0.90 -0.19 0.199
N -0.96 -0.87 -0.97 0.048
N 0.85 -0.10 -2.31 0.218
H 1.00 -0.95 0.79 0.118
H 2.14 -0.64 -0.45 0.124
H -1.54 -0.86 -1.81 0.166
H 0.18 0.03 -3.05 0.135
H 1.84 0.01 -2.37 0.133
H -0.72 -2.02 0.78 0.088
H -2.08 -2.47 -0.26 0.103
H -2.29 -1.11 0.65 0.101
C 0.07 2.03 2.72 -0.103
O -0.01 1.75 1.27 -0.167
H 0.44 2.52 0.90 0.063
H -0.79 2.69 2.91 0.088
H -0.26 1.08 3.11 0.070
H 0.99 2.45 3.08 0.074

***

So which one is most stable? That would be #P, about 0.0205 hartree below the next structure.

***

#P
88
Properties=species:S:1:pos:R:3:lowdin_charge:R:1 method="wB97M-V/def2-TZVPD" charge=0 e_lumo_ha=-0.0435 orbital_gap_ev=8.14
C -32.38 4.13 -11.46 -0.049
C -30.91 3.99 -11.07 -0.206
C -29.98 4.03 -12.25 -0.130
C -28.64 4.39 -11.56 -0.076
N -27.50 4.70 -12.61 -0.208
C -27.82 6.12 -13.17 -0.074
C -27.72 5.97 -14.76 -0.133
C -27.82 4.48 -15.00 -0.164
C -27.36 3.78 -13.72 -0.140
C -26.20 4.96 -11.84 -0.105
C -25.69 3.57 -11.29 -0.302
C -24.47 3.74 -10.54 -0.149
H -32.51 5.05 -11.86 0.046
H -33.19 4.01 -10.74 0.074
H -32.75 3.39 -12.09 0.065
H -30.89 3.23 -10.52 0.029
H -30.61 4.77 -10.31 0.117
H -30.22 4.75 -13.07 0.128
H -29.90 3.08 -12.83 0.133
H -28.31 3.49 -11.19 0.097
H -28.60 4.99 -10.74 0.080
H -27.01 6.86 -12.91 0.114
H -28.82 6.61 -12.65 0.186
H -26.82 6.39 -15.17 0.112
H -28.49 6.53 -15.20 0.091
H -27.26 4.20 -15.96 0.142
H -28.83 3.93 -15.14 0.136
H -26.21 3.60 -13.89 0.176
H -28.09 3.02 -13.56 0.106
H -26.17 5.74 -11.00 0.160
H -25.34 5.38 -12.60 0.184
H -25.55 2.69 -12.02 0.143
H -26.30 3.13 -10.56 0.089
H -24.28 2.67 -10.32 0.104
H -24.76 4.41 -9.73 0.077
H -23.54 4.39 -10.93 0.134
O -32.10 0.53 -5.87 0.109
C -32.07 1.59 -6.48 -0.394
O -33.04 2.35 -6.35 0.310
B -32.64 3.63 -7.05 -0.796
O -31.19 3.37 -7.36 0.271
C -30.86 2.22 -7.14 -0.474
O -29.91 1.64 -7.54 0.159
O -32.88 4.75 -6.05 0.335
C -33.66 5.45 -6.57 -0.432
O -34.20 6.37 -5.80 0.027
C -33.95 5.07 -7.87 -0.405
O -33.34 3.98 -8.14 0.362
O -34.73 5.59 -8.61 0.172
O -31.46 6.71 -7.97 -0.043
H -31.22 6.88 -8.89 0.050
H -31.59 7.64 -7.51 0.148
O -28.92 5.15 -8.20 -0.032
H -28.90 5.93 -8.76 0.043
H -29.86 5.05 -8.10 -0.015
O -37.66 5.86 -8.71 -0.061
H -36.84 5.47 -9.08 0.017
H -37.82 6.68 -9.19 0.030
O -33.04 -1.65 -7.74 -0.114
H -32.96 -1.25 -6.88 -0.022
H -33.48 -0.86 -8.34 0.120
O -31.77 -1.12 -3.76 -0.117
H -30.80 -0.74 -3.65 0.058
H -31.98 -0.67 -4.57 -0.060
O -29.10 4.47 -5.36 -0.071
H -29.75 5.13 -5.04 0.047
H -29.33 4.74 -6.31 0.017
O -33.50 8.54 -4.66 -0.110
H -34.35 9.04 -4.51 0.064
H -33.72 7.84 -5.31 -0.036
O -29.25 0.41 -4.06 0.019
H -29.62 1.12 -3.70 -0.026
H -29.10 0.52 -5.01 0.055
O -26.73 2.12 -7.35 0.009
H -27.48 2.59 -7.46 -0.053
H -26.79 1.20 -7.17 0.021
O -33.01 4.72 -3.03 -0.028
H -33.89 4.35 -3.12 0.037
H -32.90 5.14 -3.87 -0.016
O -29.21 0.45 -9.91 -0.034
H -28.92 -0.39 -9.73 -0.010
H -29.53 0.92 -9.13 -0.018
O -36.77 6.06 -4.92 -0.044
H -35.91 6.23 -5.16 -0.079
H -37.04 5.36 -5.58 0.066
O -34.71 8.27 -8.83 -0.006
H -34.75 7.38 -9.06 -0.046
H -35.24 8.54 -9.54 0.006

***

#Q
88
Properties=species:S:1:pos:R:3:lowdin_charge:R:1 method="wB97M-V/def2-TZVPD" charge=0 e_lumo_ha=-0.0197 orbital_gap_ev=8.61
C -4.67 0.09 -2.86 -0.055
C -4.07 -0.49 -4.21 -0.231
C -2.78 -1.19 -4.10 -0.217
C -1.61 -0.31 -3.63 -0.091
N -0.28 -0.89 -3.80 -0.260
C 0.80 -0.14 -3.23 -0.095
C 1.11 1.05 -4.16 -0.144
C 0.74 0.52 -5.49 -0.168
C 0.14 -0.91 -5.22 -0.122
C -0.20 -2.32 -3.44 -0.053
C -0.60 -2.60 -1.87 -0.122
C -0.54 -4.10 -1.31 -0.056
H -3.98 0.96 -2.43 0.105
H -4.52 -0.70 -2.15 0.049
H -5.78 0.28 -2.96 0.089
H -4.01 0.18 -4.98 0.085
H -4.62 -1.29 -4.45 0.071
H -2.41 -1.55 -5.00 0.078
H -2.92 -2.11 -3.58 0.108
H -1.60 -0.37 -2.49 0.127
H -1.74 0.75 -4.10 0.197
H 1.61 -0.70 -3.34 0.097
H 0.59 0.24 -2.16 0.171
H 2.11 1.28 -4.01 0.103
H 0.43 1.99 -4.02 0.156
H 1.66 0.43 -6.20 0.153
H -0.12 1.19 -5.93 0.141
H 0.99 -1.47 -5.49 0.110
H -0.63 -1.23 -6.07 0.185
H 0.62 -2.76 -3.72 0.065
H -0.98 -2.98 -4.06 0.182
H -1.70 -2.26 -1.70 0.125
H -0.27 -2.07 -1.10 0.023
H -0.91 -4.72 -2.01 0.004
H -1.11 -4.41 -0.49 0.052
H 0.56 -4.52 -1.23 0.117
O 0.12 -1.06 4.60 0.182
C 0.28 -0.77 3.42 -0.421
O -0.06 0.26 2.82 0.285
B 0.86 0.47 1.70 -0.799
O 1.80 -0.69 1.84 0.340
C 1.30 -1.41 2.67 -0.450
O 1.74 -2.56 2.76 0.071
O 1.56 1.74 1.90 0.316
C 1.27 2.48 0.95 -0.422
O 1.86 3.56 0.70 0.123
C 0.39 1.80 0.00 -0.479
O 0.25 0.60 0.39 0.269
O -0.26 2.35 -0.78 0.190
O -0.66 5.24 -1.06 -0.081
H -0.41 5.97 -0.41 0.081
H -0.88 4.49 -0.49 -0.019
O 3.66 -4.28 2.41 -0.036
H 3.10 -4.74 1.92 -0.067
H 3.08 -3.50 2.66 0.015
O -0.85 4.30 1.70 -0.013
H -0.90 5.07 1.13 0.021
H -1.40 3.76 1.09 0.056
O 4.75 1.48 1.11 0.017
H 4.22 1.39 1.89 0.046
H 5.57 1.16 1.33 0.010
O -2.43 0.31 -0.20 0.025
H -2.05 1.10 -0.49 -0.006
H -1.77 -0.21 0.11 -0.027
O 1.67 1.16 5.88 -0.027
H 1.59 1.43 6.81 0.074
H 2.35 0.51 5.78 0.036
O 3.08 -2.10 -0.45 0.020
H 3.34 -2.95 -0.64 0.002
H 2.71 -2.37 0.33 -0.036
O -1.33 2.31 3.97 -0.090
H -1.45 1.86 4.92 0.075
H -1.00 1.64 3.41 -0.021
O 4.48 3.86 -0.41 -0.120
H 3.67 4.07 -0.05 -0.069
H 4.70 2.83 -0.15 0.080
O 0.86 4.00 4.28 -0.077
H 1.06 4.00 3.35 -0.022
H 0.12 3.40 4.04 -0.018
O -0.68 -4.04 2.96 -0.105
H -0.99 -4.05 3.90 0.058
H 0.30 -3.86 2.83 0.027
O -1.13 1.09 6.43 -0.099
H -1.52 0.24 6.76 0.013
H -0.14 1.00 6.30 0.017
O -1.90 -1.42 6.95 -0.060
H -1.67 -1.82 7.83 0.094
H -1.55 -1.92 6.20 0.046

***

So which one is most stable? That would be #Q, about 0.0265 hartree below the next structure.